17
Properties=species:S:1:pos:R:3:nbo_charge:R:1 method="wB97M-V/def2-TZVPD" e_homo_ev="-8.62 / -8.01" homo_lumo_gap_ev="8.15 / 7.47" total_energy_ha=-272.51630 total_charge=0 smiles="C=C[C@@H]1C=C=CC1.[H][H]" mol_weight_g_mol=94.2
C -1.651 0.769 -0.694 -0.399
C -1.176 -0.468 -0.591 -0.165
C 0.275 -0.884 -0.605 -0.293
C 0.865 -1.174 0.783 -0.130
C 1.422 -0.051 1.285 -0.113
C 1.509 0.898 0.323 -0.128
C 1.278 0.264 -1.034 -0.447
H -2.717 0.965 -0.614 0.206
H -1.011 1.634 -0.849 0.190
H -1.877 -1.285 -0.420 0.203
H 0.368 -1.784 -1.230 0.219
H 0.978 -2.188 1.160 0.208
H 1.520 1.976 0.475 0.208
H 0.883 0.963 -1.779 0.215
H 2.177 -0.197 -1.463 0.232
H -1.771 0.369 2.717 -0.014
H -1.071 0.192 2.538 0.008